(1)
41
Properties=species:S:1:pos:R:3 method="wB97M-V/def2-TZVPD" multiplicity=5 orbital_gap_ev="5.08 / 5.29" total_charge=-2 energy_ha=-2113.30758 homo_energy_ev="0.1453 / -0.0712" de_lowest_ev=1.122
Cr 0.12 -0.81 -1.35
N -0.66 1.73 0.75
C -2.06 1.54 0.35
C -2.32 1.22 -1.13
O -3.19 1.87 -1.75
N -1.59 0.24 -1.64
C -1.73 -0.06 -3.06
C -0.38 -0.70 -3.43
O -0.34 -1.81 -3.97
O 0.65 0.02 -3.10
H -0.19 2.26 0.03
H -0.20 0.82 0.77
H -2.62 2.46 0.57
H -2.48 0.74 0.96
H -1.92 0.85 -3.64
H -2.54 -0.77 -3.24
C 0.72 -1.75 0.23
C 1.69 -2.52 0.20
C 2.80 -3.40 0.17
C 3.44 -3.76 1.39
C 3.12 -3.07 2.60
C 3.72 -3.38 3.80
C 4.67 -4.40 3.90
C 4.96 -5.13 2.74
C 4.37 -4.83 1.53
C 3.24 -3.85 -1.15
C 4.57 -4.22 -1.44
C 4.96 -4.61 -2.71
C 4.06 -4.63 -3.77
C 2.75 -4.23 -3.52
C 2.35 -3.86 -2.25
H 2.38 -2.29 2.55
H 3.45 -2.82 4.69
H 5.15 -4.63 4.84
H 5.67 -5.95 2.80
H 4.58 -5.46 0.68
H 5.32 -4.16 -0.66
H 6.00 -4.87 -2.89
H 4.37 -4.93 -4.76
H 2.03 -4.19 -4.33
H 1.32 -3.55 -2.09

(2)
38
Properties=species:S:1:pos:R:3 method="wB97M-V/def2-TZVPD" orbital_gap_ev=4.97 total_charge=+1 energy_ha=-1032.86973 homo_energy_ev=-11.5467 de_lowest_ev=0.026
F 2.58 2.39 -2.37
C 2.46 1.09 -1.91
C 3.64 0.39 -1.65
C 3.46 -0.94 -1.25
F 4.59 -1.67 -0.98
C 2.22 -1.54 -1.18
C 1.04 -0.79 -1.33
C -0.27 -1.52 -1.00
C -1.66 -1.17 -1.50
C -2.62 -2.18 -1.37
C -3.98 -1.94 -1.55
C -4.44 -0.67 -1.94
C -3.46 0.30 -2.14
F -3.88 1.54 -2.59
C -2.08 0.08 -1.98
C 1.18 0.52 -1.84
H 4.62 0.81 -1.85
H 2.16 -2.61 -0.95
H -0.10 -2.60 -1.29
H -2.31 -3.16 -1.02
H -4.72 -2.72 -1.35
H -5.48 -0.47 -2.18
H -1.40 0.91 -2.15
H 0.33 1.11 -2.16
H -0.40 -1.56 0.10
C -0.73 0.62 2.75
C 0.27 -0.11 3.44
C 1.46 0.49 3.82
C 1.78 1.93 3.49
C 0.81 2.48 2.46
C -0.36 1.83 2.11
H -1.69 0.14 2.49
H 0.07 -1.18 3.60
H 2.25 -0.02 4.37
H 1.72 2.55 4.42
H 2.84 2.09 3.20
H 1.13 3.42 2.00
H -1.03 2.18 1.31

(3)
41
Properties=species:S:1:pos:R:3 method="wB97M-V/def2-TZVPD" orbital_gap_ev=3.92 energy_ha=-1238.35951 homo_energy_ev=-7.0519 de_lowest_ev=3.302
C -3.94 0.33 -2.56
C -2.63 0.64 -3.24
O -1.56 0.13 -2.43
C -0.35 0.51 -2.95
C 0.74 0.05 -2.16
C 2.00 0.48 -2.48
N 3.12 0.80 -2.66
O -0.27 1.19 -3.97
H -4.74 0.64 -3.24
H -4.05 -0.73 -2.34
H -4.04 0.91 -1.63
H -2.60 0.17 -4.23
H -2.52 1.72 -3.36
H 0.56 -0.64 -1.35
F -4.31 -0.18 2.79
C -3.52 0.88 3.17
F -4.18 2.01 2.80
F -3.49 0.87 4.54
C -2.14 0.79 2.59
C -1.54 1.91 2.03
C -0.27 1.80 1.51
C 0.45 0.57 1.53
C 1.74 0.57 0.93
C 2.60 -0.52 0.66
C 3.94 -0.21 0.26
C 4.84 -1.20 -0.07
C 4.47 -2.55 -0.01
C 3.16 -2.89 0.37
C 2.23 -1.90 0.67
C -0.18 -0.53 2.18
C -1.47 -0.43 2.66
H -2.07 2.86 2.01
H 0.21 2.68 1.06
H 2.13 1.55 0.68
H 4.20 0.84 0.18
H 5.85 -0.92 -0.40
H 5.19 -3.33 -0.26
H 2.86 -3.94 0.41
H 1.20 -2.19 0.86
H 0.36 -1.46 2.34
H -1.95 -1.29 3.11

(4)
45
Properties=species:S:1:pos:R:3 method="wB97M-V/def2-TZVPD" orbital_gap_ev=7.58 energy_ha=-3774.47146 homo_energy_ev=-7.5449 de_lowest_ev=1.124
Pt -0.22 -0.12 0.39
O -4.24 0.82 0.28
C -3.82 -0.27 0.35
O -3.40 -1.34 0.42
C -2.88 0.48 -2.59
O -3.96 0.27 -2.97
O -1.81 0.68 -2.19
N 0.83 1.24 -0.98
C 2.24 0.92 -0.83
C 3.11 1.93 -0.46
C 4.45 1.64 -0.24
C 4.91 0.35 -0.40
C 4.03 -0.65 -0.79
C 2.68 -0.39 -1.01
C 1.74 -1.45 -1.42
C 2.11 -2.36 -2.41
C 1.25 -3.37 -2.81
C 0.00 -3.47 -2.20
C -0.38 -2.57 -1.22
C 0.48 -1.53 -0.82
H 0.49 1.06 -1.92
H 0.72 2.22 -0.77
H 2.75 2.94 -0.33
H 5.13 2.43 0.07
H 5.95 0.11 -0.22
H 4.38 -1.67 -0.90
H 3.08 -2.26 -2.89
H 1.54 -4.07 -3.57
H -0.68 -4.27 -2.48
H -1.34 -2.68 -0.73
C -2.58 0.35 3.34
C -2.11 1.49 2.51
N -1.29 1.49 1.47
C -1.26 2.80 1.02
C -2.04 3.59 1.79
N -2.57 2.74 2.73
H -2.00 -0.54 3.13
H -3.63 0.14 3.14
H -2.48 0.59 4.40
H -0.68 3.09 0.16
H -2.26 4.64 1.75
H -3.22 2.99 3.46
Se 0.19 -1.59 2.26
C -1.18 -2.83 2.23
N -2.03 -3.60 2.23

(5)
41
Properties=species:S:1:pos:R:3 method="wB97M-V/def2-TZVPD" orbital_gap_ev="6.52 / 6.52" energy_ha=-1470.15640 homo_energy_ev="-7.2239 / -7.2229"
Pt -1.69 0.22 0.26
C -2.86 -3.06 2.80
C -1.64 -3.48 3.31
C -0.48 -2.80 3.01
C -0.50 -1.66 2.20
C -1.75 -1.26 1.66
C -2.90 -1.97 1.93
C 0.64 -0.84 1.89
C 1.96 -1.10 2.31
C 3.00 -0.32 1.89
C 2.74 0.83 1.10
C 3.74 1.69 0.65
C 3.43 2.85 -0.04
C 2.10 3.18 -0.25
C 1.09 2.33 0.16
C 1.38 1.12 0.80
N 0.40 0.24 1.10
H -3.76 -3.59 3.05
H -1.59 -4.36 3.94
H 0.46 -3.16 3.40
H -3.85 -1.68 1.49
H 2.14 -1.96 2.95
H 4.02 -0.55 2.17
H 4.78 1.45 0.86
H 4.22 3.50 -0.38
H 1.84 4.12 -0.72
H 0.05 2.64 0.07
N -1.74 -1.85 -2.06
C -1.78 -1.19 -1.12
S -2.48 2.29 -0.91
C -1.70 1.50 -2.19
N -0.37 1.38 -2.37
C -0.05 0.60 -3.55
C -1.42 0.38 -4.21
N -2.33 1.07 -3.30
H 0.30 1.58 -1.64
H 0.43 -0.34 -3.27
H 0.64 1.16 -4.19
H -1.67 -0.69 -4.26
H -1.49 0.82 -5.20
H -3.32 0.93 -3.34

(6)
48
Properties=species:S:1:pos:R:3 method="wB97M-V/def2-TZVPD" orbital_gap_ev=7.96 total_charge=+1 energy_ha=-4603.98353 homo_energy_ev=-12.6986 de_lowest_ev=1.966
Pt 2.00 1.19 2.16
O 1.94 -0.70 1.44
S 3.25 -0.42 0.58
O 3.27 -1.33 -0.51
O 2.76 1.02 0.18
O 4.40 -0.36 1.42
O 2.41 3.99 3.19
C 2.28 2.96 2.78
Br -2.16 -1.07 5.20
C -0.35 -0.61 5.09
C 0.59 -1.11 5.98
C 1.91 -0.74 5.84
C 2.27 0.10 4.80
N 1.36 0.59 3.95
C 0.07 0.23 4.08
H 0.28 -1.77 6.78
H 2.67 -1.10 6.51
H 3.30 0.40 4.64
H -0.63 0.65 3.36
Te 0.45 -0.17 -1.09
C -1.57 -0.77 -1.09
C -1.80 -2.13 -0.88
C -3.10 -2.61 -0.92
C -4.16 -1.75 -1.17
C -3.91 -0.39 -1.37
C -2.62 0.10 -1.33
C 0.46 -0.23 -3.23
C 0.92 -1.52 -3.48
C 0.97 -1.92 -4.81
C 0.63 -1.03 -5.82
C 0.22 0.27 -5.52
C 0.14 0.69 -4.20
H -0.99 -2.81 -0.68
H -3.29 -3.67 -0.76
H -5.17 -2.12 -1.20
H -4.74 0.29 -1.55
H -2.46 1.16 -1.48
H 1.24 -2.20 -2.70
H 1.31 -2.91 -5.05
H 0.70 -1.35 -6.85
H -0.03 0.95 -6.32
H -0.18 1.69 -3.96
B -0.95 3.94 -0.44
C -0.47 2.51 -0.22
N -0.13 1.41 0.03
H -0.95 4.38 0.68
H -2.03 3.82 -0.95
H -0.09 4.47 -1.11

(7)
46
Properties=species:S:1:pos:R:3 method="wB97M-V/def2-TZVPD" orbital_gap_ev=9.69 energy_ha=-3997.82168 homo_energy_ev=-9.4496 de_lowest_ev=0.076
O -0.60 -3.39 -0.33
C 0.12 -2.53 0.15
C 1.58 -2.83 0.38
C 2.26 -3.54 -0.59
C 3.59 -3.89 -0.39
C 4.23 -3.55 0.79
Br 6.03 -4.06 0.98
C 3.54 -2.86 1.78
C 4.19 -2.48 3.09
F 3.33 -1.83 3.89
F 4.61 -3.56 3.77
F 5.25 -1.67 2.91
C 2.22 -2.50 1.56
N -0.35 -1.31 0.54
C 0.46 -0.09 0.44
C 0.31 0.52 -0.95
C -1.15 0.76 -1.35
C -2.02 -0.45 -1.03
C -1.77 -1.04 0.35
C -1.33 1.27 -2.81
C -1.94 2.57 -2.26
N -1.69 2.08 -0.91
C -2.05 2.55 0.30
O -1.90 1.94 1.35
C -2.68 3.90 0.29
C -2.29 5.13 -0.32
N -3.07 6.11 0.01
O -4.01 5.57 0.86
C -3.76 4.27 1.02
H 1.75 -3.84 -1.50
H 4.13 -4.44 -1.15
H 1.67 -1.97 2.33
H 0.11 0.61 1.21
H 1.51 -0.31 0.63
H 0.87 1.45 -1.02
H 0.73 -0.18 -1.68
H -3.07 -0.18 -1.14
H -1.80 -1.22 -1.78
H -2.31 -1.98 0.46
H -2.08 -0.35 1.13
H -0.39 1.41 -3.34
H -2.00 0.66 -3.41
H -1.39 3.48 -2.51
H -2.99 2.72 -2.48
H -1.45 5.32 -0.97
H -4.41 3.72 1.68

(8)
48
Properties=species:S:1:pos:R:3 method="wB97M-V/def2-TZVPD" multiplicity=5 orbital_gap_ev="5.75 / 5.53" total_charge=-1 energy_ha=-3660.25089 homo_energy_ev="-3.4322 / -3.4395" de_lowest_ev=0.597
Ir 0.46 0.14 -0.72
N -1.23 -1.27 0.01
C -2.49 -0.53 -0.15
C -2.35 0.81 0.56
N -1.20 1.54 0.03
H -1.22 -2.15 -0.48
H -1.01 -1.42 1.00
H -3.35 -1.07 0.25
H -2.65 -0.38 -1.22
H -2.15 0.63 1.62
H -3.28 1.38 0.48
H -0.77 2.14 0.73
H -1.42 2.07 -0.81
Cl 7.65 0.97 0.53
C 5.90 1.08 0.46
C 5.31 2.35 0.30
C 3.95 2.47 0.25
Cl 3.24 4.04 0.04
C 3.07 1.34 0.36
O 1.81 1.50 0.36
C 3.72 0.08 0.50
C 2.97 -1.14 0.55
O 1.74 -1.26 0.51
C 5.12 -0.03 0.55
H 5.93 3.23 0.22
H 3.57 -2.06 0.63
H 5.58 -1.01 0.66
Cl 1.78 -1.69 -3.69
C 0.43 -0.93 -4.48
C 0.18 -1.23 -5.80
C -0.90 -0.64 -6.46
C -1.73 0.24 -5.76
C -1.46 0.53 -4.44
Cl -2.52 1.63 -3.60
C -0.37 -0.03 -3.72
N -0.15 0.28 -2.45
H 0.83 -1.92 -6.31
H -1.10 -0.88 -7.49
H -2.58 0.70 -6.25
Te 0.19 0.06 3.17
C -0.97 0.25 4.93
C -0.90 1.19 5.91
C -1.84 1.01 6.96
C -2.64 -0.08 6.77
S -2.22 -0.88 5.31
H -0.18 2.00 5.88
H -1.92 1.66 7.82
H -3.43 -0.45 7.41

(9)
46
Properties=species:S:1:pos:R:3 method="wB97M-V/def2-TZVPD" orbital_gap_ev=8.72 energy_ha=-2030.16795 homo_energy_ev=-8.3463 de_lowest_ev=0.710
C -4.12 -3.37 0.50
O -3.02 -2.78 1.16
C -2.06 -2.19 0.41
C -2.01 -2.21 -0.99
C -0.99 -1.56 -1.65
C -0.01 -0.89 -0.94
N 1.00 -0.17 -1.61
C 0.90 0.99 -2.32
C -0.38 1.71 -2.58
N -1.23 1.71 -1.41
C -2.47 1.15 -1.47
O -3.00 0.69 -2.44
S -3.21 1.18 0.16
C -1.77 1.91 0.84
C -1.52 2.24 2.15
C -0.30 2.81 2.47
C 0.65 3.05 1.48
C 0.40 2.72 0.16
C -0.81 2.14 -0.16
N 2.08 1.39 -2.70
N 2.99 0.52 -2.26
C 2.35 -0.41 -1.60
S 3.07 -1.78 -0.81
C 4.36 -0.84 0.11
C 3.65 -0.24 1.31
N 3.89 -0.88 2.48
O 2.90 0.70 1.23
C -0.04 -0.88 0.45
C -1.05 -1.53 1.12
H -4.78 -3.71 1.29
H -4.64 -2.65 -0.13
H -3.81 -4.23 -0.10
H -2.77 -2.71 -1.57
H -0.96 -1.57 -2.73
H -0.14 2.73 -2.88
H -0.95 1.23 -3.38
H -2.27 2.06 2.91
H -0.08 3.07 3.49
H 1.60 3.48 1.75
H 1.15 2.91 -0.59
H 4.72 -0.07 -0.57
H 5.14 -1.55 0.38
H 3.41 -0.57 3.31
H 4.48 -1.70 2.54
H 0.72 -0.34 1.00
H -1.10 -1.53 2.19

(10)
42
Properties=species:S:1:pos:R:3 method="wB97M-V/def2-TZVPD" orbital_gap_ev=8.61 energy_ha=-1406.14661 homo_energy_ev=-8.4212 de_lowest_ev=1.772
C 2.22 -1.10 -2.29
N 1.85 0.28 -2.49
C 2.76 1.29 -1.96
C 2.84 1.16 -0.46
C 1.75 0.81 0.23
C 1.77 0.53 1.66
C 2.94 0.84 2.38
N 3.88 1.06 3.00
C 0.73 -0.04 2.32
N 0.71 -0.22 3.67
C -0.54 -0.43 1.58
C -1.07 -1.68 2.10
N -1.45 -2.67 2.52
C -1.52 0.61 1.82
N -2.26 1.45 2.03
C -0.28 -0.61 0.05
C -1.56 -0.94 -0.65
C -1.90 -2.26 -1.03
C -3.12 -2.34 -1.62
S -3.89 -0.81 -1.72
C -2.55 -0.05 -0.96
C 0.41 0.67 -0.46
C 0.57 0.73 -2.01
C 0.58 2.19 -2.49
C 2.06 2.60 -2.36
H 3.13 -1.30 -2.85
H 2.40 -1.37 -1.24
H 1.42 -1.73 -2.69
H 3.75 1.19 -2.41
H 3.79 1.28 0.03
H 0.04 -0.85 4.08
H 1.55 -0.04 4.19
H 0.41 -1.46 -0.06
H -1.26 -3.11 -0.87
H -3.63 -3.21 -2.00
H -2.57 1.01 -0.79
H -0.22 1.52 -0.16
H -0.23 0.15 -2.47
H -0.09 2.83 -1.91
H 0.27 2.22 -3.53
H 2.20 3.37 -1.60
H 2.45 2.97 -3.30

(11)
43
Properties=species:S:1:pos:R:3 method="wB97M-V/def2-TZVPD" orbital_gap_ev=8.51 energy_ha=-1240.41227 homo_energy_ev=-8.0452 de_lowest_ev=1.369
O 0.41 3.26 -0.15
C 1.12 2.31 0.08
C 2.63 2.50 0.33
O 3.29 1.25 0.47
C 4.47 1.10 -0.16
O 5.05 1.97 -0.75
C 4.96 -0.28 -0.01
C 6.16 -0.64 -0.51
O 6.70 -1.87 -0.37
C 6.00 -2.69 0.54
C 4.49 -2.50 0.36
O 4.12 -1.17 0.62
N 0.74 1.02 0.16
C -0.53 0.46 -0.01
C -1.65 1.22 -0.32
C -2.89 0.61 -0.48
C -3.02 -0.76 -0.31
O -4.19 -1.44 -0.51
C -5.39 -0.86 -0.18
C -5.55 0.01 0.90
C -6.80 0.50 1.21
C -7.90 0.14 0.46
C -7.75 -0.74 -0.61
C -6.50 -1.23 -0.93
C -1.89 -1.53 -0.01
C -0.66 -0.92 0.14
H 2.75 3.08 1.26
H 3.07 3.08 -0.49
H 6.78 0.05 -1.06
H 6.30 -3.71 0.34
H 6.27 -2.41 1.57
H 3.93 -3.13 1.05
H 4.22 -2.77 -0.68
H 1.47 0.36 0.38
H -1.56 2.29 -0.45
H -3.75 1.21 -0.73
H -4.69 0.28 1.50
H -6.91 1.17 2.05
H -8.88 0.53 0.70
H -8.61 -1.03 -1.20
H -6.36 -1.92 -1.75
H -2.00 -2.59 0.11
H 0.21 -1.51 0.38